# 1
ORCA calculation (ωB97M-V/def2-TZVPD) on a molecular structure, C28H54ClGaOPSi at a distorted geometry.

HOMO level	-1.68	eV
max |F|	2.5	eV/Å
frontier orbital gap	4.6	eV
charge	-1

Last column: Mulliken charge in e.
Atoms and positions in Å:
Ga 0.399 -0.135 1.285  -0.397
P -0.802 -1.961 -0.633  0.073
Cl -0.539 -1.019 3.031  -0.431
C 1.334 -1.096 -0.094  -0.455
H 1.380 -0.789 -1.140  0.243
H 2.303 -1.492 0.308  0.244
C -2.569 -1.867 0.108  -0.494
C -0.066 -3.521 0.092  0.207
C -3.638 -2.834 -0.408  -0.535
H -2.381 -2.069 1.174  0.912
C -4.917 -2.739 0.443  -1.184
H -3.897 -2.576 -1.444  0.124
H -3.302 -3.882 -0.407  0.103
C -5.456 -1.300 0.555  -0.780
H -5.680 -3.398 0.001  0.408
H -4.704 -3.142 1.447  0.379
C -4.374 -0.257 0.850  -0.939
H -5.970 -1.043 -0.384  0.290
H -6.223 -1.283 1.340  0.426
C -3.105 -0.432 0.008  0.245
H -4.796 0.737 0.682  0.393
H -4.111 -0.310 1.914  0.384
H -3.341 -0.211 -1.042  0.216
H -2.348 0.297 0.332  -0.512
C -1.179 -2.516 -2.421  0.031
C 1.045 -4.045 -0.813  -0.878
H 0.419 -3.076 0.967  0.829
C 1.935 -4.982 0.006  -1.034
H 0.628 -4.607 -1.658  0.224
H 1.629 -3.209 -1.210  0.471
C 1.125 -6.123 0.642  -0.707
H 2.723 -5.404 -0.630  0.385
H 2.436 -4.414 0.802  0.348
C -0.156 -5.664 1.372  -0.945
H 0.842 -6.840 -0.144  0.276
H 1.762 -6.680 1.344  0.379
C -0.989 -4.623 0.616  -0.431
H -0.785 -6.540 1.583  0.403
H 0.124 -5.225 2.343  0.367
H -1.512 -5.106 -0.221  0.168
H -1.755 -4.216 1.296  0.195
C -2.086 -1.517 -3.133  0.136
H -0.173 -2.453 -2.874  0.889
C -2.076 -1.760 -4.644  -0.784
H -3.114 -1.621 -2.763  0.346
H -1.765 -0.487 -2.930  -1.130
C -2.389 -3.213 -5.031  -0.811
H -2.808 -1.094 -5.115  0.431
H -1.092 -1.474 -5.044  0.326
C -1.648 -4.250 -4.177  -1.096
H -3.472 -3.389 -4.951  0.301
H -2.131 -3.370 -6.085  0.435
C -1.705 -3.938 -2.675  -0.266
H -2.071 -5.250 -4.342  0.425
H -0.592 -4.313 -4.487  0.373
H -2.745 -4.023 -2.332  0.179
H -1.139 -4.708 -2.135  0.039
C -0.504 1.693 -2.264  -0.356
C 0.583 0.999 -2.672  0.484
H -1.470 1.224 -2.066  0.057
C 1.928 1.599 -2.912  -1.082
H 0.533 -0.074 -2.844  0.450
C 2.088 2.963 -2.226  0.241
H 2.727 0.934 -2.554  0.356
H 2.119 1.733 -3.991  0.312
C 0.843 3.813 -2.448  -1.117
H 2.274 2.795 -1.156  -0.669
H 2.954 3.485 -2.653  0.510
C -0.434 3.148 -1.924  -0.451
H 0.949 4.800 -1.990  0.418
H 0.748 3.958 -3.529  0.381
H -0.501 3.279 -0.820  -0.084
H -1.309 3.662 -2.353  0.406
C 0.899 4.460 1.698  -0.973
Si 1.493 2.698 2.029  0.558
C 3.293 2.638 1.467  -1.118
C 1.265 2.277 3.822  -1.046
O 0.455 1.694 1.226  0.216
H 1.406 5.219 2.313  0.387
H -0.167 4.536 1.947  0.261
H 1.033 4.768 0.649  0.134
H 3.866 3.344 2.085  0.414
H 3.754 1.653 1.621  0.317
H 3.469 2.926 0.422  0.377
H 0.189 2.212 4.031  0.231
H 1.715 1.307 4.074  0.246
H 1.713 3.070 4.428  0.348

=====

# 2
ORCA calculation (ωB97M-V/def2-TZVPD) on a molecular structure, C28H54F3NiO14S6 at a distorted geometry.

HOMO level (spin up / spin down)	-11.18 / -11.10	eV
max |F|	2.9	eV/Å
2S+1	3
frontier orbital gap (spin up / spin down)	9.7 / 9.1	eV
charge	+1
expectation value of S²	2.002

Last column: Mulliken spin population.
Atoms and positions in Å:
Ni 47.456 -1.997 21.805  1.853
C 50.373 -1.423 20.896  -0.004
O 50.620 -1.885 22.251  0.021
O 49.038 -1.422 20.712  0.061
C 51.059 -0.063 20.646  0.000
F 50.498 0.564 19.588  0.000
F 51.041 0.780 21.694  0.000
F 52.361 -0.277 20.312  0.001
C 51.963 -2.177 22.575  -0.001
C 52.127 -2.536 24.039  0.000
H 51.495 -1.926 24.689  0.000
H 51.921 -3.580 24.287  0.000
H 53.178 -2.443 24.320  0.000
H 52.703 -1.427 22.295  0.000
H 52.258 -3.109 22.064  0.000
H 50.838 -2.238 20.310  -0.005
C 48.356 3.307 24.401  0.000
C 49.642 2.669 23.902  0.000
C 49.615 1.170 24.211  0.000
S 47.893 0.677 24.256  -0.005
O 47.610 0.125 25.558  0.001
O 47.552 -0.087 23.063  -0.002
C 47.197 2.346 24.128  0.001
H 48.267 4.280 23.918  0.000
H 48.362 3.548 25.467  0.000
H 50.570 3.145 24.215  0.000
H 49.737 2.760 22.811  0.000
H 49.900 1.138 25.274  0.000
H 50.320 0.430 23.839  0.000
H 46.287 2.390 24.720  0.000
H 46.894 2.446 23.083  0.000
C 49.485 -7.353 22.765  0.000
C 50.644 -6.888 21.843  0.000
C 50.363 -5.434 21.516  0.001
S 48.572 -5.361 21.159  0.003
O 48.385 -5.731 19.754  0.001
O 48.030 -4.150 21.754  0.006
C 48.194 -6.887 22.121  0.002
H 49.650 -6.914 23.751  0.000
H 49.512 -8.429 22.936  0.000
H 50.627 -7.470 20.919  0.000
H 51.581 -7.093 22.357  0.000
H 50.754 -5.086 20.561  0.000
H 50.498 -4.808 22.395  0.000
H 47.713 -7.624 21.485  0.000
H 47.488 -6.548 22.883  0.000
C 42.586 0.228 23.465  0.000
C 42.328 -0.157 21.982  0.000
C 43.162 -1.411 21.671  0.000
S 44.200 -1.818 23.133  0.002
O 45.588 -2.023 22.779  0.022
O 43.492 -2.808 23.909  0.002
C 43.988 -0.192 23.850  0.001
H 41.891 -0.310 24.110  0.000
H 42.415 1.297 23.581  0.000
H 42.666 0.604 21.285  0.000
H 41.274 -0.382 21.839  0.000
H 43.840 -1.195 20.843  0.000
H 42.699 -2.343 21.350  0.000
H 44.779 0.462 23.471  0.000
H 44.183 -0.170 24.925  0.000
C 46.381 -2.847 26.663  0.000
C 47.681 -2.632 27.435  0.000
C 48.865 -2.777 26.442  0.000
S 48.157 -3.579 24.965  0.001
O 48.934 -4.766 24.639  0.001
O 47.876 -2.608 23.925  -0.003
C 46.602 -4.086 25.775  0.000
H 45.920 -1.990 26.185  0.000
H 45.676 -3.154 27.446  0.000
H 47.833 -3.415 28.178  0.000
H 47.699 -1.688 27.977  0.000
H 49.539 -3.532 26.838  0.000
H 49.343 -1.860 26.114  0.000
H 46.795 -5.009 26.313  0.000
H 45.801 -4.183 25.044  0.000
C 46.700 1.915 17.920  0.000
C 48.025 1.759 18.698  0.000
C 47.720 1.913 20.181  0.001
S 46.082 1.168 20.436  -0.003
O 45.251 1.961 21.318  0.000
O 46.256 -0.244 20.721  0.013
C 45.517 1.332 18.694  0.001
H 46.817 1.546 16.905  0.000
H 46.445 2.978 17.865  0.000
H 48.743 2.498 18.348  0.000
H 48.456 0.794 18.433  0.000
H 47.510 2.976 20.338  0.000
H 48.391 1.514 20.937  0.001
H 44.637 1.963 18.806  0.000
H 45.205 0.338 18.377  0.000
C 47.813 -3.327 17.214  0.000
C 46.757 -4.394 16.926  0.000
C 45.861 -4.511 18.153  0.003
S 45.785 -2.843 18.866  0.005
O 46.304 -2.783 20.228  0.014
O 44.510 -2.213 18.571  0.002
C 47.062 -2.128 17.768  0.000
H 48.336 -2.988 16.319  0.000
H 48.582 -3.615 17.932  0.000
H 47.297 -5.329 16.776  0.000
H 46.185 -4.211 16.016  0.000
H 46.344 -5.200 18.847  0.000
H 44.816 -4.809 18.076  0.000
H 47.576 -1.303 18.258  0.000
H 46.469 -1.672 16.967  0.000

=====

Q: Which value of max |F| does entry 2 give?
A: 2.9 eV/Å

=====

Q: What is the formula in the second record?
A: C28H54F3NiO14S6

=====

Q: The highest max |F| belongs to which entry?
A: C28H54F3NiO14S6

=====

Q: Which formula does entry 2 have?
A: C28H54F3NiO14S6